86
Properties=species:S:1:pos:R:3:mulliken_charge:R:1 method="wB97M-V/def2-TZVPD" multiplicity=1 gap_ev=7.77 e_above_lowest_ev=0.000 e_homo_ev=-8.1 e_lumo_ev=-0.285 fmax_ha_per_bohr=0.114
H 4.0680 2.4402 -3.3915 0.33
H 0.3820 1.4847 -4.6793 0.45
H 0.9428 3.1325 -0.0566 0.35
C -1.1028 -2.4385 1.7215 -0.97
H -0.7935 -2.2654 5.0347 0.35
C -0.8365 -6.0627 3.0391 -1.07
H 0.1180 -6.4531 3.4051 0.37
C -0.4407 5.7082 3.7049 -1.05
H 1.5197 -1.2519 -8.2849 0.38
P -2.5372 -3.9402 3.6794 0.65
N -2.0167 2.8742 2.9210 0.29
H 4.0754 0.7098 -3.5830 0.34
H -1.4804 -6.9214 2.8101 0.37
O 1.4997 0.9186 -3.0734 -0.38
N -3.2851 -4.0461 2.1241 0.22
C -4.3627 -3.0768 1.9834 -1.16
C -2.9719 2.2213 3.8060 -0.97
H 1.0305 1.0409 -7.2172 0.33
H -0.6101 -5.5323 2.1130 0.23
C 1.6269 4.5622 4.0280 -1.21
H -0.1193 -1.9741 1.6027 0.49
H -0.0384 0.5121 2.0734 0.09
C -2.6708 3.8733 2.1111 -1.09
H -1.6370 -1.0700 4.0337 0.58
H 1.9327 3.6235 1.3155 0.29
O -0.6655 2.8765 4.9405 -0.95
H 2.1780 5.4627 3.7469 0.35
H 2.3989 -1.6427 -6.8420 0.53
H 1.5325 4.5297 5.1203 0.32
O 2.2938 1.6618 -1.1510 -0.47
C 0.9017 3.5130 0.9624 -0.89
H -1.9967 4.3022 1.3690 0.23
H -4.0330 -2.0868 2.3189 0.33
N 0.1024 2.6009 1.7777 0.12
H 1.7781 2.4830 -4.4411 0.38
C -1.5949 -5.8886 5.2980 -0.99
H -4.6513 -2.9780 0.9346 0.35
H -2.8371 -5.9862 1.4305 0.26
H 3.1311 1.1343 -5.6751 0.28
C 2.1490 -0.8173 -7.5138 -1.22
H -3.8364 1.8782 3.2317 0.33
H -5.2468 -3.3504 2.5715 0.33
C 2.2201 0.5965 -5.4228 -0.15
H 0.1863 6.5969 3.6013 0.40
H 1.6211 1.1299 2.0216 0.33
H -2.5304 1.3476 4.2785 0.25
H 2.4918 -0.3226 -4.8999 0.36
H 0.6679 0.9850 0.5319 0.29
C 4.2535 -1.3441 -8.7044 -0.20
H 0.0891 -1.4070 3.7852 0.40
H -4.1603 -5.2040 0.6245 0.37
H -0.6529 -6.3611 5.5860 0.35
H -2.3725 -6.6621 5.2519 0.29
C 2.5160 1.3837 -2.3050 0.61
H -0.8358 5.6813 4.7286 0.27
C 1.3836 0.1921 -6.6355 -0.67
C -0.8756 -1.8575 4.0225 -1.40
C 3.3708 0.9253 -9.0392 -0.11
N 4.8443 -2.2162 -9.1559 -0.45
O -3.6711 -4.3567 4.5792 -0.91
N 0.3343 4.5291 3.3608 0.27
H -3.3263 2.8898 4.6015 0.27
H -1.8627 -5.1939 6.0890 0.32
N -1.2096 -2.9397 3.0775 0.21
H 0.4416 4.4953 0.9077 0.32
H -3.4946 3.4237 1.5475 0.37
N 3.5634 3.0829 -7.6053 -0.46
H 4.6472 1.3552 -2.0738 0.35
H 2.2374 3.7048 3.7207 0.36
C 1.4345 1.4484 -4.4075 -0.92
P -0.3900 2.9578 3.4563 0.69
H 4.1656 0.8521 -9.7748 0.51
H 0.5438 -0.3808 -6.2405 0.44
H -1.1571 -3.2339 0.9847 0.28
C 3.4727 -0.2885 -8.0528 0.48
H -3.0902 4.6825 2.7228 0.37
C 3.5600 2.1625 -8.2910 0.15
Br 1.7119 0.9957 -10.0493 -0.05
C -3.6950 -5.3389 1.6035 -1.01
H -1.2678 5.8543 3.0120 0.26
H -1.8609 -1.6825 1.4833 0.27
H -4.4072 -5.8599 2.2562 0.29
C 3.9136 1.5059 -2.8551 -1.07
C 0.6212 1.2408 1.5880 -0.75
H 4.1032 0.0640 -7.2366 0.19
N -1.4316 -5.1947 4.0268 0.23



79
Properties=species:S:1:pos:R:3:mulliken_charge:R:1 method="wB97M-V/def2-TZVPD" multiplicity=1 total_charge=+4 gap_ev="2.28 / 2.29" e_above_lowest_ev=2.447 e_homo_ev="-17.7 / -17.7" e_lumo_ev="-15.393 / -15.390" fmax_ha_per_bohr=0.069
H 3.3742 -2.0999 -0.6912 0.39
H -2.1922 3.6864 -0.1536 0.55
H 0.0308 -1.3376 -3.0350 -0.38
H 1.5628 -1.1507 -3.9354 0.64
H -3.1569 -4.2790 -7.2357 0.44
C -3.1025 -1.0387 -6.1561 -0.79
H -2.4122 2.3347 0.9994 0.37
C 0.8983 -0.6909 -3.1926 -0.89
O -1.6932 -0.1763 -4.4109 -0.34
H 3.8988 0.7510 -1.3896 0.47
H -0.6688 3.7616 -2.1535 0.54
H 3.1916 2.5496 -0.2131 0.33
C 2.7922 2.6522 0.8036 -1.28
H 1.5543 -2.3076 4.6232 0.43
C -1.6805 2.8779 0.3879 -1.16
C -0.7703 1.5073 5.9578 -1.09
H 4.3243 0.5851 2.2693 0.54
H -3.2139 1.1278 3.6824 0.41
C -0.5220 -1.4997 5.9353 -1.11
H -0.3724 2.5037 5.7064 0.40
H -2.4649 0.4225 -4.3077 0.33
H -1.5172 1.6368 6.7546 0.42
C 0.8335 -1.8233 3.9456 -0.99
H 3.5668 0.2717 -3.0815 0.57
C -2.7839 -3.3700 -6.7588 -0.44
H -0.9773 -4.3089 -6.0048 0.42
C 2.7198 -2.0748 -1.5674 -1.52
C -0.8254 -0.0248 4.0408 0.32
H 2.0282 -2.9183 -1.5060 0.50
P 2.1106 1.0804 1.4503 0.97
H -0.7104 -2.3069 -1.4990 0.43
C -2.3344 1.2485 -1.7968 -0.51
H 1.4930 0.7733 3.8087 0.26
H -1.2572 -0.8384 6.3958 0.46
H -1.8669 -1.7913 -0.1851 0.40
C 1.8506 1.6022 3.1862 -1.07
H -2.9900 2.2495 5.0657 0.35
H 2.0036 3.4191 0.8046 0.42
C -3.5034 -2.1722 -6.8527 -0.46
H -0.1200 -2.1954 -4.9653 0.30
H -4.3963 -2.1215 -7.4808 0.41
H 0.0466 0.8777 6.3203 0.41
H 4.0409 -0.2377 0.7002 0.37
C -1.9521 -1.1281 -5.3563 0.91
H -0.9991 -2.4626 5.6977 0.35
H -3.6590 -0.0996 -6.1767 0.44
C -2.4914 1.7534 4.2230 -0.87
C 0.1259 -2.3753 0.5488 -0.48
H 3.3179 -2.1699 -2.4809 0.51
H 0.8788 3.3237 -1.3911 0.30
H -0.2436 -2.6608 1.5393 0.48
C 3.5937 0.0279 1.6661 -1.24
N -1.4437 0.9142 4.7919 0.01
P -0.8929 1.7565 -0.8097 1.21
C -0.0035 2.9265 -1.9047 -1.20
N 0.0084 -0.8922 4.7136 0.11
H 1.0697 -2.8606 0.2772 0.12
C -1.5684 -3.3945 -6.0623 -0.64
P 1.8059 -0.4865 -1.6298 1.33
H -2.8201 2.1199 -2.2525 0.64
H 2.7019 1.6555 -2.3581 0.32
H 0.5341 0.2685 -3.5787 0.48
H -0.9272 3.3117 1.0573 0.42
H 3.3142 -0.8910 2.1976 0.40
C -1.1041 -2.2325 -5.4337 0.02
H 0.2030 -2.6010 3.4917 0.38
Ti 0.2326 -0.1535 0.2005 -1.11
C 3.1172 0.6602 -2.1546 -1.33
H 0.3153 2.4455 -2.8352 0.35
S -1.1674 -0.1015 2.3382 -0.25
H -3.0654 0.7025 -1.1903 0.40
H 3.5999 2.9822 1.4768 0.53
H 0.2877 -1.6868 6.6489 0.39
H 2.8071 1.9731 3.5788 0.64
H 1.3953 -1.2980 3.1577 0.03
H -1.9639 0.5798 -2.5751 -0.49
H -2.0829 2.5272 3.5495 0.28
H 1.1070 2.4106 3.2238 0.34
C -0.8195 -1.9997 -0.4543 -0.56



77
Properties=species:S:1:pos:R:3:mulliken_charge:R:1 method="wB97M-V/def2-TZVPD" multiplicity=1 total_charge=+1 gap_ev=8.66 e_above_lowest_ev=0.000 e_homo_ev=-11.8 e_lumo_ev=-3.118 fmax_ha_per_bohr=0.016
C 3.6090 -0.7557 2.1051 0.01
H 4.6523 2.2786 -0.0909 0.20
H 3.3892 1.3332 1.6462 -0.08
H 5.9914 1.7505 1.9904 0.30
H -10.2975 -2.2935 -3.7053 0.31
H -5.3308 -0.1769 1.7435 0.54
H 4.1290 -3.2387 -0.0728 0.27
H 4.9395 0.1265 -3.1643 0.39
H -6.8842 -2.4047 -1.8150 0.27
H -1.2342 2.0176 2.2831 0.45
C -6.3818 -1.9079 0.0909 0.57
C -2.7082 2.8018 0.9288 -1.02
H -6.6071 0.9394 1.1741 0.22
H 2.5430 -0.7086 2.3610 0.26
C 4.2687 -1.7074 3.1103 -1.00
H 4.2089 -0.2746 -0.6956 -0.30
H 2.6040 0.2914 -2.2011 0.43
C 4.6558 0.8947 -2.4378 -1.10
H 6.1428 0.0940 1.4502 0.23
H 4.2084 0.9998 3.1668 0.55
C 5.6433 -2.2666 2.7279 -0.91
H 3.8384 -3.8186 1.5599 0.28
H -9.7141 -1.1117 -4.9064 0.30
H -6.7534 -1.6309 2.0280 0.31
H 5.9604 -1.9885 0.5917 -0.34
H 2.4581 2.9481 0.0341 0.28
H -0.7821 3.5427 1.5727 0.47
O -7.4435 -2.9949 -4.3250 -0.48
H 3.4453 3.1417 -1.9551 0.47
C -0.4217 1.8154 0.2929 -0.22
N -8.2282 -2.1799 -3.9104 0.84
H -2.7735 2.9327 -0.1567 0.50
H 3.6501 -1.1637 1.0914 -0.14
H 0.2282 1.0993 0.8032 0.12
C 5.7778 -2.8050 1.2961 0.24
C 3.1536 1.1360 -2.6357 -0.86
C 5.3646 1.4494 -0.0248 -0.70
C 1.9230 2.3147 -0.6792 -0.05
H -9.6494 -2.8681 -5.2809 0.31
H 0.3702 3.7275 -0.2409 0.34
H 0.0161 2.7380 -1.6442 0.37
C 5.4815 0.9647 1.4239 -0.80
H 4.9614 -4.6680 0.4860 0.33
H 3.5806 -2.5318 3.3230 0.39
H 5.9287 -0.2679 -1.1467 0.37
C 2.5987 2.4561 -2.0639 -0.98
H 2.9425 1.1089 -3.7094 0.38
H -5.1535 2.2144 -0.0342 0.29
H 5.9089 -3.0659 3.4279 0.41
H -3.0419 0.7564 1.6143 0.44
H 6.3383 1.8612 -0.3165 0.42
C -1.2466 2.5799 1.3428 -1.15
N -6.6295 -2.3797 1.3569 -0.53
C -9.5877 -2.1135 -4.5069 -0.71
C 4.1348 0.6856 2.1205 -0.30
H -4.1599 0.8097 -0.5424 0.34
C 5.0330 0.3535 -1.0459 0.36
H -5.6674 -0.5207 -1.0117 0.26
H 5.2159 1.8111 -2.6491 0.40
C -3.6300 1.6446 1.3553 -0.80
H 4.3761 -1.1609 4.0554 0.42
H -6.1402 -3.6889 -0.8987 0.19
H -5.9244 -3.0176 1.7119 0.28
H -1.1122 1.2259 -0.3224 0.24
H -4.1499 1.9340 2.2762 0.41
H 6.3982 -1.4867 2.8723 0.34
N -6.4471 -2.7330 -0.9553 -0.23
H 1.9074 2.9097 -2.7775 0.52
C -4.6782 1.2891 0.2946 -0.57
H 2.0488 1.2845 -0.3307 -0.04
H -3.0760 3.7238 1.3867 0.46
O -7.9767 -1.3895 -3.0066 -0.61
C -5.7413 0.3456 0.8762 -0.71
H 6.6869 -3.4133 1.2701 0.56
N -6.1865 -0.6228 -0.1488 -0.10
C 0.4345 2.7084 -0.6355 -0.72
C 4.6114 -3.6840 0.8017 -1.18



87
Properties=species:S:1:pos:R:3:mulliken_charge:R:1 method="wB97M-V/def2-TZVPD" multiplicity=1 total_charge=+3 gap_ev=10.26 e_above_lowest_ev=3.046 e_homo_ev=-15.6 e_lumo_ev=-5.323 fmax_ha_per_bohr=0.075
C 13.2096 0.3492 2.6400 -0.64
N -0.1711 6.5337 11.5153 -0.22
H 1.5789 7.0204 10.2614 0.38
As 5.8943 2.0198 8.3026 2.01
C 12.4048 4.3014 2.9185 -0.85
H 1.4983 7.9276 11.8316 0.41
F 6.2674 1.4820 6.5733 -0.51
H 13.9225 2.1232 3.8316 0.42
H 6.0732 -0.4302 12.8143 0.31
H 9.1524 3.8543 13.0660 0.33
H 7.4455 -3.8304 7.1703 0.34
H 5.0831 -1.2939 15.1527 0.38
H 9.2838 -1.5016 13.0581 0.41
N 12.0420 2.7692 2.7710 -0.14
H -2.4338 4.7996 13.5303 0.36
H 10.7028 3.0976 12.7628 0.30
C 8.0524 1.3394 13.7797 -0.18
H 10.9266 1.5106 1.4906 0.29
C 9.0964 -0.4527 13.2340 -0.34
H 6.5496 -0.8378 15.9023 0.36
H 5.3906 -5.1029 7.7508 0.36
H -0.8377 8.4158 11.0827 0.38
C 5.9408 -0.6342 15.0214 -1.19
O -2.6574 5.4629 12.8733 -0.45
H -0.7341 7.2772 9.6256 0.40
H 13.1833 4.4083 3.6738 0.38
F 4.9607 3.5389 7.9055 -0.49
H 10.2150 3.3311 14.3343 0.40
F 7.4601 2.8897 8.3957 -0.49
C -0.2251 5.1131 10.8290 -0.86
C 11.2382 2.4795 4.0631 -0.90
H 7.8264 -5.0077 6.0521 0.34
C 3.6805 -5.0011 5.6126 -0.36
C 6.6695 -0.7280 13.6768 -0.30
C 3.0997 -5.6239 4.5727 -0.27
H 11.0935 1.4110 3.9038 0.38
H 3.2246 -4.3444 6.3387 0.41
C 11.2907 2.5379 1.4800 -0.78
H 11.5919 5.0127 3.0642 0.36
N 4.9257 -5.5817 5.7688 0.17
H 0.0732 7.5689 13.3511 0.40
H 6.9455 -1.7722 13.5303 0.29
H 7.2515 2.0253 14.0129 0.35
C 5.8698 -5.4127 6.8220 -0.61
N 9.2867 1.6998 13.4406 0.12
F 5.6075 2.5528 10.0074 -0.51
H 0.0269 5.2698 9.7802 0.42
H -2.2076 6.7593 14.3945 0.46
H 6.8256 -3.5630 5.6003 0.35
H 11.1034 0.8006 13.0059 0.41
N 4.0341 -6.4005 3.9411 0.12
H 14.0151 2.1657 2.0714 0.38
H -2.4096 7.5358 12.9332 0.42
H 2.0961 -5.5666 4.1779 0.44
H 6.3505 -6.3375 7.1412 0.37
C -1.0658 7.4414 10.6509 -0.97
H 12.7925 4.6094 1.9474 0.41
C 3.9619 -7.0266 2.6494 -0.87
C 6.9969 -4.3565 6.3277 -1.04
H 3.1859 -6.5991 2.0143 0.36
H 14.1476 -0.1585 2.8651 0.39
H 5.5443 0.3624 15.2157 0.33
C 9.8007 3.0329 13.3712 -0.83
O 12.8218 0.0800 1.2686 -0.49
H 11.8992 -0.1824 1.3070 0.33
C 1.3541 6.9723 11.3268 -0.87
C 10.0662 0.5824 13.2133 -0.36
H 4.9010 -6.8353 2.1302 0.37
C -2.0289 6.5954 13.3318 -0.90
H 12.0515 2.6983 0.7160 0.39
H 10.2766 2.9922 4.0396 0.42
H 6.0824 -6.9799 4.5030 0.41
H -0.0019 5.7911 13.5258 0.32
C 5.1935 -6.3872 4.6611 -0.19
N 7.9136 -0.0004 13.6759 0.20
C -0.4746 6.6664 13.0802 -0.29
H 11.8734 2.7178 4.9162 0.33
H -1.2468 4.7512 10.9442 0.37
H 12.5076 -0.0933 3.3467 0.32
H 3.7626 -8.0953 2.7287 0.31
H 10.4593 3.2427 1.4956 0.37
H 0.4864 4.4729 11.3506 0.37
H 1.9975 6.3171 11.9141 0.41
H -2.0112 6.9060 10.7389 0.47
F 4.3176 1.0645 8.2977 -0.50
C 13.3658 1.9301 2.9146 -0.38
F 6.5920 0.5142 9.0474 -0.50



What is the multiplicity in the first record? 1